# H30O19S

A 16-piece molecular cluster, H30O19S overall (ωB97M-V/def2-TZVPD, OMol25).

Computed properties:
energy: -50225.0170 eV
ΔE to the lowest compared entry with this formula, charge and spin: 140.3 kcal per mole
HOMO level: -4.431 eV
M: 366.3 g mol⁻¹
LUMO: 4.549 eV
Kohn-Sham gap: 9.0 eV

The geometry in ORCA input format:
```
! RIJCOSX wB97M-V def2-TZVPD def2/J DEFGRID3
* xyz -2 1
H -1.032 -0.226 -2.824
H 1.551 -0.597 -2.455
O -0.287 -0.103 1.017
O 0.006 -1.451 3.993
O 2.444 2.398 0.855
H -0.127 -0.556 3.522
H -2.368 -0.743 -1.103
H 0.813 2.630 4.338
O 0.983 2.515 3.355
H -0.300 -1.996 -2.926
H 0.092 3.247 -0.180
O -1.316 0.163 -1.126
S -0.079 0.217 -0.343
O 3.112 -1.965 -0.722
H -1.062 -2.829 2.227
O -3.149 1.952 -1.152
H 1.144 -0.158 -3.986
H -3.100 -1.868 -1.871
H -2.664 1.064 -0.869
H -0.503 3.989 -1.228
O 1.602 -1.783 1.761
H 0.260 -2.926 1.745
H 0.364 2.015 2.740
H 2.478 3.235 1.253
O 0.906 -0.646 -0.939
H -2.808 -1.727 1.759
H -0.734 0.588 2.248
O 0.482 1.613 -0.449
H -3.551 1.678 -1.842
H -1.497 -0.783 1.704
H 0.721 -2.198 -1.877
O 0.190 -2.713 -2.562
H 0.990 -1.039 1.654
H 0.605 -2.010 3.404
H 1.931 1.667 -2.815
O -0.802 -0.499 -3.685
O -2.056 -1.415 2.262
O 1.541 2.481 -2.561
H -1.644 0.423 3.303
O -0.866 1.043 3.242
O 1.990 -0.379 -3.312
O -0.403 -3.542 2.078
H 3.606 -1.249 -1.097
H 1.632 2.213 0.265
H -1.417 -1.106 -3.963
H 2.145 -1.526 -0.759
H 1.214 2.121 -1.661
H 2.169 -1.925 1.078
O -0.094 4.166 -0.477
O -3.115 -1.459 -1.019
*
```


# C7H11N5

An isolated ion of composition C7H11N5 and charge +2 (ωB97M-V/def2-TZVPD, OMol25).

Computed properties:
energy: -14865.5091 eV
ΔE to the lowest compared entry with this formula, charge and spin: 122.3 kcal per mole
HOMO level (spin up / spin down): -16.555 / -16.555 eV
M: 165.2 g mol⁻¹
LUMO (spin up / spin down): -8.687 / -8.687 eV
Kohn-Sham gap (spin up / spin down): 7.9 / 7.9 eV

The geometry in ORCA input format:
```
! RIJCOSX wB97M-V def2-TZVPD def2/J DEFGRID3
* xyz 2 1
N 2.293 0.125 0.138
N -3.086 -0.744 0.589
C -1.361 0.712 0.076
H -0.264 2.079 0.484
H 0.071 -2.734 -1.395
H 4.027 -0.051 -0.864
H -1.970 2.602 -0.450
C 1.300 1.047 0.137
H 1.721 2.147 0.002
C 3.655 0.579 -0.022
N 1.061 -1.725 0.012
H -3.778 0.006 0.582
H 4.351 0.544 0.768
N -0.031 1.156 0.364
H -3.738 -1.453 0.831
N -1.195 -1.928 0.037
H 3.705 1.635 -0.274
C 0.079 -2.315 -0.426
H -1.839 -2.713 0.115
C 2.091 -1.270 0.425
H -3.147 1.404 -0.959
C -2.164 1.626 -0.426
C -1.784 -0.732 0.257
*
```


# C37H51AsIrN2OS3Si2

C37H51AsIrN2OS3Si2 as an isolated structure (ωB97M-V/def2-TZVPD, OMol25).

Computed properties:
energy: -156154.3214 eV
ΔE to the lowest compared entry with this formula, charge and spin: 38.2 kcal per mole
HOMO level (spin up / spin down): -8.085 / -10.401 eV
M: 959.3 g mol⁻¹
LUMO (spin up / spin down): -3.213 / -4.482 eV
Kohn-Sham gap (spin up / spin down): 4.9 / 5.9 eV

The geometry in ORCA input format:
```
! RIJCOSX wB97M-V def2-TZVPD def2/J DEFGRID3
* xyz 1 5
As -4.216 -11.426 17.560
H -3.098 -11.032 13.215
C -7.146 -9.320 16.614
H -2.469 -19.448 19.239
C -1.952 -15.236 18.172
S 1.981 -11.895 15.577
C -0.148 -10.274 14.559
H -0.087 -11.272 21.107
H -4.906 -19.111 16.510
C -6.945 -13.755 17.502
H -7.895 -14.104 17.963
H -3.987 -8.552 14.681
H -7.389 -8.454 15.964
O -1.731 -11.849 15.233
H 1.564 -15.721 21.307
C -2.317 -19.315 15.767
C -4.458 -8.507 15.651
H -6.316 -14.603 17.334
C -7.461 -11.295 19.255
H 2.844 -13.736 19.965
H -4.598 -14.055 19.979
S -0.940 -9.254 15.706
Si -5.545 -9.997 15.963
H 1.715 -7.572 13.918
H 0.693 -15.132 22.743
C -1.916 -19.585 18.274
C -2.739 -17.402 17.215
C -3.559 -16.665 16.388
C 1.479 -13.515 21.643
H 1.313 -11.642 22.729
H -3.039 -18.921 15.023
H 2.069 -12.977 23.639
C -1.968 -16.652 18.145
H 0.250 -12.954 23.315
C -5.527 -13.532 20.226
H -4.329 -20.406 17.540
C 1.265 -12.719 22.946
H -5.935 -10.452 13.569
C 2.803 -13.186 20.917
H -7.151 -10.250 19.317
C 0.874 -8.207 14.294
H -6.960 -8.894 17.627
C -1.589 -12.663 10.719
C -2.661 -12.043 11.283
N -1.688 -12.977 18.715
C -1.261 -14.269 18.996
C -1.121 -12.004 13.039
H -2.293 -20.405 15.648
C -0.541 -11.727 14.431
H -7.710 -11.768 20.203
H -6.316 -14.267 20.440
H 0.118 -14.628 14.043
C -5.712 -11.113 14.404
H -1.719 -11.044 19.324
C -4.309 -19.344 17.442
C 0.867 -13.960 14.506
H -4.765 -11.605 14.166
H -1.356 -18.965 15.446
H -0.885 -19.133 18.336
H 2.475 -15.147 22.738
C -1.156 -11.980 19.431
C -0.260 -14.459 19.973
H -4.717 -18.873 18.328
H 2.609 -15.241 14.418
H -8.027 -9.992 16.634
H -1.448 -13.036 9.689
H -5.072 -7.629 15.715
H -3.582 -11.797 10.736
C -0.294 -12.117 20.463
H -8.364 -11.354 18.598
H -3.676 -8.467 16.411
H 3.659 -13.465 21.542
H -7.258 -13.264 16.564
C 0.280 -13.388 20.692
H 2.880 -12.124 20.624
C 2.224 -14.268 14.699
H -6.466 -11.871 14.569
H -1.748 -20.680 18.069
H -0.349 -6.905 15.644
H 1.513 -9.975 13.172
C 2.960 -13.225 15.187
S -0.216 -12.744 11.751
C -2.765 -18.958 17.190
H -4.330 -14.675 15.927
H 3.997 -13.213 15.483
C 0.832 -9.572 13.909
C -0.052 -7.860 15.243
Ir -2.108 -12.732 16.775
H -4.103 -17.190 15.578
C -3.603 -15.275 16.474
H -5.379 -12.869 21.127
C 1.573 -14.979 22.110
N -2.769 -14.546 17.259
C 0.609 -12.663 14.806
C -2.396 -11.648 12.625
H -1.325 -17.156 18.851
Si -6.113 -12.545 18.717
H 0.099 -15.441 20.215
*
```


# C14H29IO8P

A 3-piece molecular cluster, C14H29IO8P overall (ωB97M-V/def2-TZVPD, OMol25).

Computed properties:
energy: -48750.7975 eV
HOMO level: -12.111 eV
M: 483.3 g mol⁻¹
LUMO: -3.205 eV
Kohn-Sham gap: 8.9 eV

The geometry in ORCA input format:
```
! RIJCOSX wB97M-V def2-TZVPD def2/J DEFGRID3
* xyz 1 1
H 4.639 -0.895 1.415
P -3.939 3.510 0.890
H -3.928 -0.205 -1.005
H 0.607 -2.838 0.116
H 3.749 0.132 3.510
O 3.789 -1.914 3.834
H -1.967 -2.200 -4.878
H -3.714 0.822 0.406
C 3.570 -0.906 1.623
C -4.205 1.900 -1.450
O 0.256 -2.825 -1.882
H -2.192 2.026 1.599
C -0.935 -2.423 -5.142
C 0.044 -2.246 -0.599
H 0.348 1.419 -0.658
O 0.964 1.128 1.241
H -4.959 1.774 -2.235
H -0.926 -3.263 -5.833
C 0.485 1.785 0.375
H -3.238 1.906 -1.967
H 6.855 -4.048 5.693
O -1.244 -1.345 -2.688
C -4.291 0.700 -0.515
H 7.388 -3.275 4.178
C -0.486 -2.276 -2.844
I -6.300 0.320 0.086
H 2.234 -0.755 3.308
H -4.099 4.860 1.198
C 5.097 -1.898 4.101
H -5.596 3.426 -0.757
H -1.013 -2.264 -0.338
H -4.094 4.089 -1.391
H 0.413 -1.220 -0.582
C -4.511 3.264 -0.800
C -1.263 3.282 0.071
H 3.103 -0.084 1.085
H 0.809 -1.456 -5.947
H 3.164 -1.846 1.244
C 3.303 -0.776 3.105
H 7.132 -2.288 5.634
H -0.268 -0.374 -5.052
O 0.055 3.074 0.555
O -0.243 -2.913 -3.976
C 6.788 -3.156 5.078
O 5.866 -1.020 3.809
C -0.234 -1.222 -5.735
O 5.403 -3.023 4.739
H -0.720 -0.933 -6.667
H -1.900 3.691 2.084
H -1.477 2.581 -0.744
H -1.316 4.307 -0.310
C -2.229 3.063 1.246
H -4.775 2.827 1.773
*
```